DFT (the ωB97M-V functional and the def2-TZVPD basis) results for 5 unconnected molecules or ions with the total composition C30H37F12N3O10 in a non-equilibrium geometry.

As for the SMILES: O=C(O)N(CCCCn1cccc1)c1ccncc1.CCOC(=O)C(F)(F)F.CCOC(=O)C(F)(F)F.CCOC(=O)C(F)(F)F.CCOC(=O)C(F)(F)F. The value obtained for the LUMO energy is 0.32 eV. The calculation puts the total energy at -3280.4544 Eh. The calculation puts the maximum force at 2.8 eV/Å. The HOMO-LUMO gap comes out at 8.87 eV.

ORCA input file:
```
! RIJCOSX wB97M-V def2-TZVPD def2/J DEFGRID3
* xyz 0 1
O -6.70953 3.53928 2.97783
C -5.80830 2.83651 3.36325
O -5.70942 2.51832 4.70115
N -4.77998 2.25025 2.56031
C -4.07071 3.25789 1.71832
C -3.93075 4.65080 2.33061
C -3.18334 5.55795 1.29122
C -1.66019 5.53696 1.44086
N -0.97279 4.54893 0.60901
C 0.37097 4.38404 0.83608
C 0.75647 3.40014 -0.01567
C -0.35473 2.96919 -0.79737
C -1.40299 3.73274 -0.36027
C -5.27160 1.21963 1.69362
C -4.32848 0.42520 1.05038
C -4.78277 -0.53627 0.19318
N -6.05338 -0.78592 -0.10070
C -6.91609 -0.02862 0.55011
C -6.60803 0.97669 1.43923
H -5.16987 3.17509 5.15766
H -3.05116 2.87936 1.58725
H -4.48019 3.33632 0.70379
H -3.38060 4.64211 3.27824
H -4.89020 5.14668 2.49567
H -3.51978 5.21039 0.31077
H -3.59608 6.56275 1.39765
H -1.30354 6.52519 1.13265
H -1.38576 5.43570 2.49342
H 0.94698 4.92621 1.56598
H 1.74715 2.98230 -0.13608
H -0.38313 2.20071 -1.55043
H -2.42233 3.66660 -0.70689
H -3.27870 0.61045 1.23922
H -4.03458 -1.15710 -0.29880
H -7.97247 -0.20737 0.35270
H -7.38615 1.55372 1.91789
C -3.84552 -1.13128 4.98749
C -3.69080 -2.53456 4.44292
O -2.47996 -2.66672 3.67067
C -1.35831 -2.79439 4.36371
O -1.26248 -2.81369 5.55445
C -0.17308 -2.95988 3.40332
F -0.19399 -2.05099 2.42054
F -0.18647 -4.17167 2.82536
F 0.99443 -2.83169 4.03137
H -3.79821 -0.40142 4.17712
H -4.79939 -1.02536 5.50304
H -3.04655 -0.88768 5.68723
H -4.50763 -2.76022 3.76010
H -3.71416 -3.28223 5.23559
C 3.30643 -5.91717 1.98913
C 2.66297 -4.83051 1.15472
O 3.47301 -4.50362 0.00690
C 3.40661 -5.34845 -1.01101
O 2.74290 -6.34076 -1.06279
C 4.28873 -4.84475 -2.16040
F 5.50933 -4.47624 -1.73842
F 3.74622 -3.77747 -2.75966
F 4.46110 -5.77608 -3.10309
H 4.31863 -5.62753 2.27480
H 2.72147 -6.09955 2.88998
H 3.38279 -6.85009 1.43165
H 2.58267 -3.91552 1.73803
H 1.65677 -5.10449 0.83946
C 7.47428 -6.42595 -2.99118
C 7.59092 -7.83070 -3.54149
O 8.78382 -7.99105 -4.33506
C 9.91441 -8.14619 -3.65972
O 10.02579 -8.16775 -2.47014
C 11.08150 -8.34108 -4.63763
F 11.06204 -7.42999 -5.61866
F 11.02429 -9.55174 -5.21070
F 12.25519 -8.24148 -4.01971
H 7.52289 -5.69450 -3.79936
H 6.54197 -6.30257 -2.46375
H 8.29123 -6.20160 -2.30542
H 6.75656 -8.03747 -4.20913
H 7.56481 -8.57857 -2.74902
C -1.63833 7.86490 -5.91902
C -1.01193 6.73818 -5.12504
O -0.54106 7.19743 -3.84332
C -1.46644 7.36296 -2.90997
O -2.63863 7.16532 -3.03648
C -0.80779 7.81178 -1.59980
F 0.05945 8.81406 -1.78790
F -0.13656 6.80089 -1.03529
F -1.70810 8.24150 -0.71239
H -0.93757 8.69493 -6.01827
H -1.92001 7.51787 -6.91260
H -2.52820 8.25034 -5.42286
H -0.13569 6.35810 -5.64626
H -1.70027 5.90356 -4.99389
*
```